1.
{
  "formula": "C7H10ClN",
  "method": "wB97M-V/def2-TZVPD",
  "e_homo_ha": -0.2863,
  "smiles": "C/C=C/C=C\\C=C(\\N)Cl",
  "total_energy_ha": -787.57570,
  "relative_energy_ev": 1.119,
  "spin_multiplicity": 1,
  "species": ["C", "C", "C", "C", "C", "C", "C", "N", "Cl", "H", "H", "H", "H", "H", "H", "H", "H", "H", "H"],
  "positions_angstrom": [[2.245, 1.607, 0.654], [0.965, 1.052, 1.251], [0.046, 0.219, 0.695], [-1.068, -0.312, 1.416], [-1.861, -1.240, 0.779], [-1.727, -1.513, -0.603], [-1.626, -0.727, -1.697], [-1.358, -1.283, -2.964], [-2.146, 0.948, -1.793], [2.560, 2.508, 1.134], [2.038, 1.664, -0.424], [2.964, 0.643, 0.916], [0.860, 1.238, 2.370], [0.183, -0.176, -0.282], [-1.298, -0.077, 2.426], [-2.676, -1.783, 1.383], [-1.860, -2.624, -0.963], [-0.480, -0.913, -3.399], [-2.113, -1.103, -3.562]],
  "lowdin_charge": [-0.1024, -0.1672, -0.1676, -0.1030, -0.1257, -0.1766, -0.7740, -0.0042, 0.6424, 0.0468, 0.0689, 0.1385, 0.1182, 0.0791, 0.0959, 0.1300, 0.1522, 0.1071, 0.0415]
}

2.
{
  "formula": "C7H10ClN3O2",
  "method": "wB97M-V/def2-TZVPD",
  "e_homo_ha": -0.3288,
  "smiles": "[H]/N=C(\\Cl)C\\C=C/C(/C=[N+](\\[O-])O)=N/C",
  "total_energy_ha": -1047.45287,
  "relative_energy_ev": 5.299,
  "spin_multiplicity": 1,
  "species": ["H", "N", "C", "Cl", "C", "C", "C", "C", "C", "N", "O", "O", "N", "C", "H", "H", "H", "H", "H", "H", "H", "H", "H"],
  "positions_angstrom": [[3.063, 0.780, 1.200], [2.184, 1.287, 0.996], [1.926, 1.359, -0.265], [2.994, 0.543, -1.300], [0.770, 2.105, -0.907], [-0.124, 1.263, -1.739], [-0.568, 0.047, -1.538], [-0.321, -0.879, -0.394], [-1.050, -0.521, 0.872], [-2.064, 0.274, 0.911], [-2.574, 0.943, -0.001], [-2.582, 0.412, 2.166], [0.351, -1.950, -0.456], [0.482, -2.906, 0.582], [1.133, 2.959, -1.368], [0.362, 2.676, -0.107], [-0.275, 1.669, -2.793], [-1.044, -0.574, -2.356], [-0.905, -1.071, 1.905], [-3.571, 0.767, 2.097], [0.039, -3.776, 0.322], [0.225, -2.395, 1.605], [1.550, -3.010, 0.568]],
  "lowdin_charge": [0.0455, 0.0733, -0.8221, 0.7080, -0.1943, -0.1211, -0.0698, -0.2820, 0.0140, -0.3518, -0.0055, 0.0290, 0.0285, -0.1058, 0.0902, 0.1114, 0.1356, 0.1420, 0.1574, 0.1958, 0.0484, 0.0956, 0.0775]
}

3.
{
  "formula": "C7H10ClNO3S",
  "method": "wB97M-V/def2-TZVPD",
  "e_homo_ha": -0.3521,
  "smiles": "COS(=O)(=O)C[C@]1(Cl)CC=CC=N1",
  "total_energy_ha": -1411.47870,
  "relative_energy_ev": 1.606,
  "spin_multiplicity": 1,
  "species": ["C", "O", "S", "O", "O", "C", "C", "Cl", "C", "C", "C", "C", "N", "H", "H", "H", "H", "H", "H", "H", "H", "H", "H"],
  "positions_angstrom": [[-1.306, 0.295, 3.920], [-1.219, -0.217, 2.598], [0.288, -0.532, 2.064], [0.793, -1.460, 2.995], [0.955, 0.727, 1.922], [-0.121, -1.346, 0.481], [0.731, -0.575, -0.880], [2.466, -1.066, -0.683], [0.579, 0.900, -0.831], [1.096, 1.495, -2.055], [0.873, 0.757, -3.203], [0.306, -0.554, -3.119], [0.262, -1.184, -2.027], [-1.083, -0.502, 4.745], [-2.303, 0.730, 4.066], [-0.470, 1.031, 4.051], [0.253, -2.384, 0.320], [-1.151, -1.387, 0.132], [1.094, 1.333, 0.053], [-0.491, 1.215, -0.458], [1.456, 2.572, -2.043], [1.225, 1.113, -4.124], [0.072, -0.953, -4.072]],
  "lowdin_charge": [-0.1228, -0.3173, 0.6080, -0.2572, -0.2862, -0.1230, -0.8078, 0.6837, -0.2550, -0.0532, -0.0593, -0.1423, 0.0388, 0.1190, 0.0915, 0.0917, 0.0962, 0.0908, 0.0957, 0.1817, 0.1375, 0.0819, 0.1075]
}

4.
{
  "formula": "C7H10ClNO4S2",
  "method": "wB97M-V/def2-TZVPD",
  "e_homo_ha": -0.3195,
  "total_energy_ha": -1884.98747,
  "relative_energy_ev": 0.000,
  "spin_multiplicity": 1,
  "species": ["C", "C", "C", "C", "C", "C", "C", "N", "O", "O", "O", "O", "S", "S", "Cl", "H", "H", "H", "H", "H", "H", "H", "H", "H", "H"],
  "positions_angstrom": [[-2.059, 0.438, -0.222], [-0.921, -0.536, -0.435], [0.377, 0.061, -0.704], [-3.347, -0.381, -0.019], [-1.236, -1.834, -0.247], [3.642, -1.307, -1.454], [2.662, -0.208, -1.090], [-1.085, 2.498, 2.816], [0.514, 1.276, -0.732], [-1.882, 1.256, 0.898], [0.302, 0.612, 2.010], [1.367, -0.792, -0.920], [-2.909, -2.147, 0.107], [-0.361, 1.775, 1.472], [-0.171, -3.145, -0.331], [-2.152, 1.082, -1.112], [-3.823, -0.079, 0.913], [-4.046, -0.264, -0.842], [3.372, -1.755, -2.408], [4.642, -0.889, -1.528], [3.633, -2.080, -0.689], [2.605, 0.556, -1.873], [2.940, 0.282, -0.151], [-0.929, 2.082, 3.720], [-1.134, 3.502, 2.820]],
  "lowdin_charge": [-0.3812, -0.2068, -0.5046, -0.3429, -0.9499, -0.0598, -0.2091, -0.1617, 0.0009, -0.2958, -0.3974, -0.0288, 0.9349, 0.9363, 0.7492, 0.1571, 0.0882, 0.0805, 0.0786, 0.0777, 0.0783, 0.1280, 0.1338, 0.0532, 0.0414]
}

5.
{
  "formula": "C7H10CuN3OS",
  "method": "wB97M-V/def2-TZVPD",
  "e_homo_ha": [-0.7509, -0.7499],
  "total_energy_ha": -2549.62367,
  "charge": 3,
  "spin_multiplicity": 2,
  "species": ["Cu", "C", "C", "C", "C", "C", "C", "H", "H", "H", "H", "H", "H", "O", "N", "N", "C", "N", "S", "H", "H", "H", "H"],
  "positions_angstrom": [[0.743, -0.210, 0.331], [2.123, -1.630, 0.626], [2.075, -2.222, 1.901], [1.844, -3.603, 2.081], [1.707, -4.481, 1.001], [1.914, -3.945, -0.259], [2.154, -2.558, -0.442], [2.484, -0.577, 0.474], [2.042, -1.606, 2.783], [1.785, -3.963, 3.106], [1.598, -5.560, 1.154], [1.921, -4.567, -1.143], [2.237, -2.216, -1.470], [-0.406, 1.283, -0.066], [-1.662, 1.152, -0.247], [-2.736, 4.868, -0.165], [-2.774, 3.965, -1.130], [-2.931, 4.283, -2.406], [-2.967, 2.196, -0.713], [-2.711, 5.851, -0.406], [-2.630, 4.681, 0.837], [-2.901, 5.262, -2.699], [-2.907, 3.597, -3.147]],
  "lowdin_charge": [0.6819, -0.1162, 0.0259, 0.0611, 0.1175, 0.0635, 0.0289, 0.1531, 0.1383, 0.1529, 0.1735, 0.1502, 0.1403, -0.1437, -0.2829, 0.2048, -0.5585, 0.2020, 1.1711, 0.1596, 0.1624, 0.1703, 0.1441]
}

6.
{
  "formula": "C7H10F2INO",
  "method": "wB97M-V/def2-TZVPD",
  "e_homo_ha": -0.3439,
  "smiles": "CC(=O)N1CC(F)(F)C[C@@]1(C)I",
  "total_energy_ha": -900.15189,
  "spin_multiplicity": 1,
  "species": ["C", "C", "O", "N", "C", "C", "F", "F", "C", "C", "C", "I", "H", "H", "H", "H", "H", "H", "H", "H", "H", "H"],
  "positions_angstrom": [[1.560, -2.069, -0.299], [0.217, -1.471, -0.430], [-0.811, -1.998, -0.790], [0.206, -0.091, -0.214], [1.408, 0.676, 0.079], [0.835, 1.986, 0.505], [0.950, 2.129, 1.823], [1.656, 2.996, 0.050], [-0.576, 2.164, -0.005], [-0.845, 0.746, -0.737], [-2.255, 0.342, -0.599], [-0.341, 0.955, -3.073], [1.887, -2.102, 0.723], [2.260, -1.425, -0.784], [1.544, -3.078, -0.700], [1.937, 0.914, -0.818], [2.171, 0.154, 0.822], [-1.337, 2.370, 0.772], [-0.733, 3.011, -0.783], [-2.406, -0.686, -0.875], [-2.895, 0.968, -1.152], [-2.592, 0.455, 0.491]],
  "lowdin_charge": [0.0144, -0.4825, 0.0698, -0.0653, -0.0738, -0.5561, 0.1077, 0.0588, -0.0356, -0.6111, -0.1199, 0.6177, 0.0899, 0.0758, 0.1019, 0.1034, 0.1855, 0.1296, 0.1397, 0.0621, 0.0608, 0.1270]
}